Entry 1:
ORCA calculation (ωB97M-V with the def2-TZVPD basis set) on a cluster of 8 separate species, C27H54N8O9 in total.

Values from the calculation:
Multiplicity: 1
Energy above the lowest of the compared OMol25 structures with the same formula, charge and spin in kcal/mol: 354.3
E in Ha: -2175.72833
SMILES string: O=[N+]([O-])c1ccccc1.CN(C)C=O.CN(C)C=O.CN(C)C=O.CN(C)C=O.CN(C)C=O.CN(C)C=O.CN(C)C=O
Highest occupied orbital energy in eV: -8.9
Kohn-Sham gap in eV: 8.165
LUMO energy in eV: -0.78

Positions of all 98 atoms, in Å:
O (-1.03250, -3.02444, 0.91103)
N (-0.60650, -2.34244, -0.02197)
O (-0.16750, -2.75544, -0.96797)
C (-0.56250, -0.88644, 0.18903)
C (-0.53850, 0.05756, -0.97997)
C (-0.11950, 1.48756, -0.76497)
C (0.01050, 2.03356, 0.73803)
C (-0.15050, 1.09556, 1.70203)
C (-0.44650, -0.36644, 1.66103)
H (-0.68150, -0.12044, -2.16597)
H (-0.13950, 2.31356, -1.34197)
H (0.26450, 3.16356, 1.12303)
H (0.00350, 1.30356, 2.71303)
H (-0.45750, -1.02144, 2.61503)
C (-2.29650, -4.03044, -4.75897)
N (-1.73050, -2.66244, -4.88197)
C (-0.56550, -2.51944, -5.74297)
C (-2.25050, -1.70244, -4.22697)
O (-1.67550, -0.59444, -4.08497)
H (-2.39150, -4.57644, -5.71297)
H (-3.31250, -3.94644, -4.37797)
H (-1.62650, -4.45544, -4.14797)
H (-0.21550, -3.45944, -5.87197)
H (0.06750, -1.68844, -5.48497)
H (-0.75150, -2.13344, -6.79597)
H (-3.05250, -2.00944, -3.58297)
C (-1.55350, 5.24556, 2.92603)
N (-0.26150, 6.01156, 2.90803)
C (-0.11150, 7.21056, 2.06203)
C (0.82050, 5.50656, 3.52003)
O (2.01050, 6.09556, 3.47003)
H (-1.64050, 5.21856, 1.81003)
H (-2.33150, 5.72256, 3.60103)
H (-1.49350, 4.10756, 3.17203)
H (0.41450, 8.07056, 2.46103)
H (-0.95050, 7.56756, 1.98503)
H (0.29550, 6.92156, 1.05003)
H (0.62550, 4.67256, 3.91903)
C (4.77950, -0.86644, -3.57397)
N (3.53550, -0.23944, -3.12197)
C (3.20650, -0.30744, -1.59797)
C (2.75050, 0.50156, -3.94397)
O (1.77450, 1.04556, -3.41297)
H (5.48350, -0.16144, -3.26497)
H (4.63650, -0.94744, -4.64897)
H (4.96350, -1.71844, -3.09597)
H (3.04450, 0.73256, -1.13197)
H (4.23550, -0.45544, -1.10997)
H (2.58150, -1.04644, -1.19197)
H (2.83950, 0.49056, -4.86797)
C (-1.77750, 3.53856, -4.02797)
N (-2.66050, 4.53056, -4.55497)
C (-3.74650, 5.08056, -3.61597)
C (-2.40850, 5.12756, -5.68497)
O (-3.16150, 5.99156, -6.09297)
H (-1.69950, 3.76556, -2.99397)
H (-0.74850, 3.38756, -4.34897)
H (-2.17950, 2.53656, -3.92997)
H (-3.82650, 4.48056, -2.73097)
H (-4.59150, 5.15456, -4.06997)
H (-3.35850, 6.25756, -3.27297)
H (-1.86050, 4.44456, -6.39097)
C (2.07350, -1.19844, 5.16603)
N (2.49250, -0.02544, 4.31003)
C (2.82450, -0.23944, 2.95703)
C (2.43450, 1.18156, 4.70803)
O (2.58950, 2.23156, 4.10003)
H (2.46550, -1.20144, 6.11203)
H (2.26550, -2.19344, 4.68103)
H (1.13850, -1.15544, 5.46803)
H (2.57950, 0.33156, 2.10103)
H (2.16450, -1.26644, 2.84403)
H (3.74850, -0.47544, 2.71403)
H (1.99650, 1.31156, 5.62403)
C (1.82250, -4.34944, 1.98803)
N (3.24750, -3.84844, 1.90003)
C (4.19250, -4.26144, 2.90003)
C (3.63650, -3.15844, 0.83503)
O (4.75250, -2.59644, 0.82103)
H (1.85150, -5.37744, 2.37403)
H (1.19550, -4.39144, 1.04803)
H (1.36350, -3.71044, 2.74303)
H (5.10850, -4.41444, 2.28103)
H (3.86250, -5.23144, 3.16103)
H (4.28650, -3.46444, 3.63203)
H (2.75250, -2.75444, 0.11003)
C (-3.64050, -2.13344, 3.15603)
N (-4.16850, -3.41944, 2.61803)
C (-4.70950, -4.38544, 3.59903)
C (-4.10450, -3.75844, 1.27603)
O (-4.60450, -4.76344, 0.82503)
H (-3.32650, -1.47644, 2.26403)
H (-2.98050, -2.12644, 3.74503)
H (-4.25850, -1.58144, 3.77303)
H (-4.31750, -4.34944, 4.58403)
H (-4.64150, -5.36644, 3.28903)
H (-5.79250, -4.03744, 3.71303)
H (-3.51150, -3.17844, 0.63303)

Entry 2:
ORCA calculation (ωB97M-V with the def2-TZVPD basis set) on a cluster of 9 separate species, C27H55N17O8S in total.

Values from the calculation:
Multiplicity: 1
E in Ha: -2993.14623
SMILES string: CCCCCCCc1ccc2c(c1)Nc1ccccc1S2.NC(N)=O.NC(N)=O.NC(N)=O.NC(N)=O.NC(N)=O.NC(N)=O.NC(N)=O.NC(N)=O
Highest occupied orbital energy in eV: -7.6
Kohn-Sham gap in eV: 8.155
LUMO energy in eV: 0.53

Positions of all 108 atoms, in Å:
C (-1.49536, 0.72031, -0.90604)
C (-2.10827, -0.10493, 0.22398)
C (-1.02127, -0.87516, 0.96642)
C (-1.54828, -1.64840, 2.16855)
C (-0.47452, -2.35881, 3.06434)
C (0.91322, -2.38419, 2.45852)
C (1.93399, -3.18178, 3.31384)
C (3.31276, -2.90874, 2.76875)
C (4.28122, -2.22991, 3.49739)
C (5.52264, -1.92621, 2.94332)
C (5.79200, -2.33574, 1.64752)
C (4.84726, -3.05196, 0.91543)
C (3.60750, -3.33674, 1.47098)
N (5.17381, -3.46516, -0.39612)
C (5.66444, -2.44937, -1.23690)
C (5.12919, -2.25312, -2.51046)
C (5.65184, -1.23879, -3.29966)
C (6.68012, -0.42335, -2.83891)
C (7.22655, -0.62506, -1.57767)
C (6.71469, -1.64451, -0.78446)
S (7.33995, -1.99001, 0.84090)
H (-2.28334, 1.17078, -1.49842)
H (-0.90049, 1.54681, -0.51779)
H (-0.87098, 0.11012, -1.55667)
H (-2.63363, 0.57582, 0.88782)
H (-2.80867, -0.80016, -0.23458)
H (-0.56043, -1.54080, 0.23776)
H (-0.25431, -0.15226, 1.24556)
H (-2.11858, -0.94939, 2.77594)
H (-2.23131, -2.40154, 1.78005)
H (-0.47999, -1.86433, 4.03101)
H (-0.78539, -3.39630, 3.15312)
H (0.89413, -2.84543, 1.47642)
H (1.33323, -1.38878, 2.32855)
H (1.68672, -4.23428, 3.20511)
H (1.86046, -2.83288, 4.34115)
H (4.08335, -1.90749, 4.50919)
H (6.26000, -1.37545, 3.50258)
H (2.85671, -3.86485, 0.90509)
H (4.43527, -4.00028, -0.82501)
H (4.33212, -2.89850, -2.84656)
H (5.21944, -1.10749, -4.27987)
H (7.03963, 0.36836, -3.47913)
H (8.02672, -0.01115, -1.19438)
N (-6.72012, 2.31858, -0.46792)
C (-5.55037, 2.10672, -1.12076)
N (-5.48912, 2.58546, -2.38955)
O (-4.60172, 1.51633, -0.59897)
H (-7.49935, 2.80659, -0.87561)
H (-6.79232, 1.97672, 0.47111)
H (-4.63213, 2.45396, -2.89418)
H (-6.24123, 3.08641, -2.82394)
N (0.63062, -7.13202, 5.64069)
C (0.30111, -7.03935, 4.31737)
N (-0.15556, -8.19401, 3.74579)
O (0.40755, -5.99892, 3.69183)
H (0.55190, -7.97558, 6.17485)
H (0.96936, -6.30060, 6.08683)
H (-0.40616, -8.15639, 2.77589)
H (-0.25071, -9.05921, 4.24132)
N (-5.99502, -1.41289, -3.32215)
C (-5.82961, -2.47498, -2.47460)
N (-5.48711, -2.13627, -1.19678)
O (-5.97646, -3.63042, -2.83408)
H (-5.87469, -0.45682, -3.04230)
H (-6.24646, -1.61858, -4.26993)
H (-5.35164, -2.88225, -0.54175)
H (-5.35686, -1.18751, -0.88984)
N (3.29616, 1.16723, -4.43863)
C (2.72327, 1.64825, -5.58344)
N (3.29030, 1.19814, -6.74823)
O (1.78109, 2.41727, -5.57540)
H (4.07086, 0.53258, -4.42787)
H (2.90742, 1.47485, -3.56677)
H (2.89465, 1.53064, -7.60678)
H (4.06632, 0.56595, -6.78043)
N (-11.35694, 4.80256, -0.79863)
C (-10.65977, 3.63484, -0.92529)
N (-10.74980, 2.78077, 0.14064)
O (-10.00475, 3.37031, -1.91818)
H (-11.90187, 5.03952, 0.00756)
H (-11.30886, 5.44886, -1.56353)
H (-10.25791, 1.90970, 0.07269)
H (-11.28265, 2.97682, 0.96586)
N (10.50560, -1.92371, -2.23561)
C (11.60013, -1.10909, -2.14791)
N (12.52453, -1.26563, -3.14715)
O (11.74299, -0.30099, -1.24952)
H (10.36501, -2.59236, -2.96789)
H (9.80983, -1.83372, -1.51880)
H (13.33850, -0.68210, -3.11167)
H (12.42716, -1.92388, -3.89554)
N (-3.32532, 4.27104, 0.17110)
C (-4.11192, 5.34112, -0.13042)
N (-3.61268, 6.54938, 0.27753)
O (-5.17958, 5.23668, -0.71750)
H (-2.44886, 4.35685, 0.65234)
H (-3.64856, 3.35770, -0.10965)
H (-4.15807, 7.36500, 0.07292)
H (-2.73235, 6.63838, 0.75595)
N (-0.77540, 7.36103, 4.34633)
C (-1.60873, 7.10634, 3.29654)
N (-2.92915, 7.38111, 3.51165)
O (-1.19696, 6.65726, 2.23715)
H (-1.08673, 7.72650, 5.22526)
H (0.19943, 7.16608, 4.21538)
H (-3.57024, 7.18815, 2.76205)
H (-3.28420, 7.74667, 4.37391)

Entry 3:
ORCA calculation (ωB97M-V with the def2-TZVPD basis set) on a structure of composition C27H56Cl20N.

Values from the calculation:
Total charge: -1
Multiplicity: 1
Energy above the lowest of the compared OMol25 structures with the same formula, charge and spin in kcal/mol: 69.0
E in Ha: -10320.88608
Highest occupied orbital energy in eV: -1.7
Kohn-Sham gap in eV: 2.804
LUMO energy in eV: 1.11

Positions of all 104 atoms, in Å:
C (1.45344, 3.74619, -3.72236)
C (1.08998, 4.87409, -4.70834)
C (0.08364, 5.90427, -4.15789)
C (-1.22161, 6.05279, -4.96097)
C (-2.46943, 6.16494, -4.09072)
C (-2.78717, 4.90033, -3.28760)
C (-4.14618, 4.23446, -3.70491)
N (-4.60660, 4.41373, -5.05273)
H (2.48929, 3.82349, -3.38459)
H (0.80003, 3.77289, -2.85265)
H (1.34210, 2.76762, -4.19490)
H (2.01012, 5.38859, -4.99974)
H (0.67918, 4.42356, -5.61224)
H (0.57075, 6.88220, -4.15060)
H (-0.15492, 5.67162, -3.11760)
H (-1.34775, 5.21922, -5.65790)
H (-1.15051, 6.95518, -5.57932)
H (-3.32996, 6.35393, -4.73834)
H (-2.34524, 7.03159, -3.42870)
H (-2.83358, 5.15072, -2.21950)
H (-1.97537, 4.16679, -3.37718)
H (-4.03074, 3.16305, -3.44891)
H (-4.89888, 4.64946, -3.00589)
H (-4.25524, 3.63060, -5.60213)
Cl (-1.19222, 0.64246, -3.66124)
C (-0.10412, 0.31707, -2.28937)
C (-0.68119, 0.77931, -0.97594)
Cl (-0.78672, 2.55673, -0.89611)
H (0.83931, 0.81783, -2.49611)
H (0.05601, -0.75937, -2.24644)
H (-0.03733, 0.44993, -0.16548)
H (-1.67991, 0.38056, -0.81764)
Cl (1.01412, -1.81400, 0.74185)
C (0.20557, -3.39869, 0.84350)
C (-0.45590, -3.80898, -0.44130)
Cl (-1.86250, -2.80223, -0.87296)
H (-0.49765, -3.34437, 1.67096)
H (0.97577, -4.13294, 1.07434)
H (-0.80500, -4.83036, -0.31872)
H (0.24889, -3.76607, -1.26784)
Cl (0.55442, -2.43311, 6.64872)
C (1.25090, -1.17490, 5.58726)
C (0.19772, -0.35608, 4.88733)
Cl (-0.69089, -1.36621, 3.72282)
H (1.86918, -1.69083, 4.85753)
H (1.88267, -0.54264, 6.20762)
H (0.68846, 0.43637, 4.32490)
H (-0.52183, 0.08094, 5.57387)
Cl (3.13219, -5.75235, 1.01131)
C (2.44417, -7.39142, 1.19015)
C (1.92592, -7.93770, -0.11654)
Cl (0.48725, -7.02589, -0.64845)
H (1.65347, -7.33727, 1.93354)
H (3.23957, -8.02857, 1.57256)
H (1.62424, -8.97459, 0.01638)
H (2.67104, -7.87808, -0.90497)
Cl (6.68600, -8.51469, 4.22522)
C (5.48153, -7.23698, 3.90894)
C (4.34871, -7.26324, 4.90042)
Cl (3.31987, -8.71877, 4.73519)
H (5.12560, -7.36716, 2.89080)
H (5.99646, -6.28116, 3.98083)
H (3.70767, -6.39842, 4.73945)
H (4.71793, -7.24778, 5.92223)
Cl (1.14852, 4.71616, -8.44893)
C (2.41104, 3.50839, -8.12053)
C (1.91086, 2.09639, -8.29888)
Cl (0.71750, 1.64962, -7.05456)
H (2.75464, 3.66794, -7.10035)
H (3.23092, 3.69864, -8.81142)
H (2.74650, 1.40418, -8.20639)
H (1.44184, 1.96691, -9.27099)
Cl (-0.03334, 9.09435, -2.43207)
C (-1.13915, 10.48317, -2.55649)
C (-2.05723, 10.58816, -1.36407)
Cl (-3.22774, 9.25111, -1.29300)
H (-1.70466, 10.36466, -3.47744)
H (-0.52801, 11.38225, -2.62034)
H (-2.62633, 11.51438, -1.42936)
H (-1.48943, 10.58019, -0.43685)
Cl (4.17126, -6.70723, 7.21660)
C (3.63429, -5.59759, 8.51722)
C (3.18795, -4.26645, 7.97884)
Cl (4.54114, -3.30966, 7.30959)
H (4.45480, -5.49901, 9.22183)
H (2.78605, -6.07638, 8.99728)
H (2.74633, -3.67783, 8.78032)
H (2.45435, -4.38551, 7.18735)
Cl (-9.03529, 5.85038, -3.65684)
C (-7.64652, 4.70212, -3.66554)
C (-8.03401, 3.32509, -4.10091)
Cl (-9.09891, 2.47617, -2.91859)
H (-7.22001, 4.70087, -2.66786)
H (-6.88902, 5.06288, -4.37335)
H (-7.11857, 2.74565, -4.20230)
H (-8.56262, 3.33866, -5.04958)
Cl (0.25460, -6.57522, 9.41912)
C (0.63741, -8.23765, 8.88907)
C (0.77786, -9.17892, 10.05639)
Cl (2.22128, -8.80464, 11.03632)
H (1.55666, -8.19260, 8.30874)
H (-0.17695, -8.56200, 8.24463)
H (0.89424, -10.19631, 9.68823)
H (-0.08697, -9.12891, 10.71218)